[1]
Computed, not measured: the molecule C6H5N at a distorted geometry, with the ωB97M-V functional and the def2-TZVPD basis.

**Highest occupied orbital energy**: -0.37053 Eh

The geometry in ORCA input format:
```
! wB97M-V def2-TZVPD RIJCOSX def2/J DEFGRID3
* xyz 0 1
C 1.65220 0.62926 -0.22065
C 0.54562 0.90908 -0.05089
C 4.26922 -0.71580 0.10347
C -0.86724 1.17654 0.03902
C -0.88206 -1.33968 -0.03162
C -1.48863 -0.16510 0.29431
N 3.17834 -0.19518 -0.03772
H -1.16617 2.05189 0.60943
H -1.27815 1.26312 -0.94846
H 0.20147 -1.35357 -0.11614
H -1.57792 -2.11931 -0.02602
H -2.58668 -0.14126 0.38526
*
```



[2]
Computed, not measured: a cluster of 2 separate species, C6H5N in total at a distorted geometry, with the ωB97M-V functional and the def2-TZVPD basis.

**Highest occupied orbital energy (spin up / spin down)**: -0.36138 / -0.37748 Eh

The geometry in ORCA input format:
```
! wB97M-V def2-TZVPD RIJCOSX def2/J DEFGRID3
* xyz 0 1
C -2.42644 0.02570 -0.00322
C -3.51321 0.03950 0.42242
C 1.58413 -0.12952 0.82156
C 0.21557 0.98520 -0.47686
C 0.73200 -1.13219 0.22854
C -0.15597 -0.46636 -0.54810
N 1.30117 1.06339 0.45297
H 2.38118 -0.32778 1.51837
H 0.56227 1.37279 -1.44141
H -0.59459 1.64256 -0.14580
H 0.78677 -2.18849 0.40281
H -0.87288 -0.88480 -1.23128
*
```



[3]
Computed, not measured: a cluster of 2 separate species, C6H5N3 in total at a distorted geometry, with the ωB97M-V functional and the def2-TZVPD basis.

**Highest occupied orbital energy (spin up / spin down)**: -0.35653 / -0.35651 Eh

The geometry in ORCA input format:
```
! wB97M-V def2-TZVPD RIJCOSX def2/J DEFGRID3
* xyz 0 1
C -1.29977 -1.11055 0.58717
C -1.37516 0.25687 0.96140
C -0.77696 -1.51351 -0.63144
C -0.92135 1.34912 0.19576
C -0.24368 -0.41063 -1.27155
C -0.43356 0.82978 -0.99116
N 2.98671 0.54608 -0.99473
N 2.64403 0.72250 0.11184
N 2.45974 0.84750 1.21765
H -1.78416 -1.88077 1.02410
H -2.00364 0.51032 1.83709
H -0.71699 -2.45110 -0.97723
H -1.05020 2.34836 0.63254
H 2.51497 -0.04397 -1.70143
*
```



[4]
Computed, not measured: the molecule C6H5NO at a distorted geometry, with the ωB97M-V functional and the def2-TZVPD basis.

**Highest occupied orbital energy**: -0.36059 Eh
**Structure (SMILES)**: C#CC(C#C)NC=O

The geometry in ORCA input format:
```
! wB97M-V def2-TZVPD RIJCOSX def2/J DEFGRID3
* xyz 0 1
C 0.10972 2.67994 -0.35987
C 0.25391 1.52408 -0.05647
C 0.59783 0.13022 0.57183
C 1.67917 -0.66533 0.03945
C 2.60819 -1.27927 -0.38310
N -0.77928 -0.45294 0.94730
C -1.71708 -0.89893 0.09019
O -1.94382 -0.85699 -1.11065
H -0.20686 3.69125 -0.59570
H 0.75951 0.45435 1.54309
H 3.13356 -1.75408 -1.06669
H -1.45931 -0.13847 1.97832
H -2.41180 -1.17081 0.98290
*
```



[5]
Computed, not measured: the molecule C6H5NO2 at a distorted geometry, with the ωB97M-V functional and the def2-TZVPD basis.

**Highest occupied orbital energy**: -0.34963 Eh
**Structure (SMILES)**: c1ccc(-n2oo2)cc1

The geometry in ORCA input format:
```
! wB97M-V def2-TZVPD RIJCOSX def2/J DEFGRID3
* xyz 0 1
C 0.17808 -0.53447 -0.90688
C 0.82359 0.68883 -0.66405
C 0.49134 1.39910 0.47072
C -0.44383 0.90401 1.30965
N -1.04497 1.51570 2.44546
O -0.36679 2.46983 3.24922
O -0.47918 1.15176 3.73067
C -0.98640 -0.36620 1.16761
C -0.61611 -1.12662 0.01998
H 0.40991 -1.08016 -1.74422
H 1.44532 1.07132 -1.38476
H 1.09773 2.25381 0.66880
H -1.43375 -0.92335 1.93990
H -1.04999 -2.25957 0.01685
*
```



[6]
Computed, not measured: the molecule C6H5NO2 at a distorted geometry, with the ωB97M-V functional and the def2-TZVPD basis.

**Highest occupied orbital energy**: -0.30443 Eh

The geometry in ORCA input format:
```
! wB97M-V def2-TZVPD RIJCOSX def2/J DEFGRID3
* xyz 0 1
C 2.89741 1.18755 -0.03678
C 1.72385 0.95155 0.14098
C -2.38764 1.65807 0.54547
C 0.37490 0.81496 0.04311
C -1.61277 -0.42047 -0.18425
C 0.56866 -1.50863 0.13480
N -0.23634 -0.28531 0.13285
O -2.32660 -1.38976 -0.21619
O -2.25406 0.81115 -0.46056
H 3.89687 1.47917 -0.19756
H -2.90498 2.41857 -0.05248
H -0.03354 -2.49743 0.33228
H 0.86186 -1.79346 -0.92380
H 1.43238 -1.42595 0.74214
*
```



[7]
Computed, not measured: a structure of composition C6H5NO3 at a distorted geometry, with the ωB97M-V functional and the def2-TZVPD basis.

**Highest occupied orbital energy**: -0.39647 Eh

The geometry in ORCA input format:
```
! wB97M-V def2-TZVPD RIJCOSX def2/J DEFGRID3
* xyz 0 1
O 0.75269 1.69495 0.78678
C 1.16371 0.60618 0.51829
O 1.21667 -0.42948 1.36764
C 1.45963 -1.39439 0.29988
C 1.25792 -0.27404 -0.74459
C 0.14543 -0.35392 -1.67754
C -0.96169 -0.30493 -2.18103
C -2.31405 0.00994 -2.29449
N -3.34275 0.54832 -2.17449
H 2.46541 -1.81790 0.36742
H 0.68726 -2.16901 0.31617
H 2.18468 -0.03232 -1.28636
O -1.83650 1.03897 2.36886
H -1.14834 0.88277 1.70934
H -1.73005 1.99487 2.62410
*
```



[8]
Computed, not measured: the molecule C6H5NOS at a distorted geometry, with the ωB97M-V functional and the def2-TZVPD basis.

**Highest occupied orbital energy**: -0.33219 Eh
**Structure (SMILES)**: N#C/C=C1/OC=C[C@H]1S

The geometry in ORCA input format:
```
! wB97M-V def2-TZVPD RIJCOSX def2/J DEFGRID3
* xyz 0 1
N -3.56653 0.44807 -0.71500
C -2.54531 0.72409 -0.31250
C -1.33476 1.31031 0.29837
C -0.19873 0.63324 0.19219
O 1.00128 1.17640 0.67375
C 2.06083 0.42307 0.20409
C 1.57546 -0.61701 -0.56844
C 0.08572 -0.64050 -0.46035
S -0.53881 -2.14757 0.29203
H -1.59951 2.24351 0.88867
H 3.09218 0.45839 0.55531
H 2.13419 -1.45778 -0.88196
H -0.38351 -0.67883 -1.51562
H 0.21749 -1.87538 1.34947
*
```



[9]
Computed, not measured: the molecule C6H5NS at a distorted geometry, with the ωB97M-V functional and the def2-TZVPD basis.

**Highest occupied orbital energy**: -0.31986 Eh
**Structure (SMILES)**: C#C/C(C#N)=C/SC

The geometry in ORCA input format:
```
! wB97M-V def2-TZVPD RIJCOSX def2/J DEFGRID3
* xyz 0 1
C -0.72905 3.39825 0.11231
C -0.51187 2.23685 0.20690
C -0.18215 0.84288 0.40703
C -0.47898 0.22213 1.64540
N -0.70320 -0.59142 2.47903
C 0.17615 0.15762 -0.61537
S 0.36842 -1.52675 -0.41900
C 1.01831 -1.94202 -2.10493
H -0.77342 4.43659 0.04835
H 0.43963 0.67898 -1.49962
H 0.33863 -1.50516 -2.83347
H 1.15828 -3.07459 -2.16734
H 2.11019 -1.46216 -2.10519
*
```



[10]
Computed, not measured: the molecule C6H5NS at a distorted geometry, with the ωB97M-V functional and the def2-TZVPD basis.

**Highest occupied orbital energy (spin up / spin down)**: -0.28749 / -0.28750 Eh

The geometry in ORCA input format:
```
! wB97M-V def2-TZVPD RIJCOSX def2/J DEFGRID3
* xyz 0 1
C 2.24951 0.08366 0.25259
C 0.20518 1.59221 0.22778
C 1.20305 0.77897 -0.11718
C 1.22640 -0.71655 -0.45691
C -2.00234 0.61046 -0.23005
C -1.88891 -0.83529 -0.04571
N -1.03154 1.26604 0.07615
S -0.11272 -1.69421 0.33420
H 3.10800 0.03151 0.92246
H 0.41161 2.36027 0.84099
H -2.60976 -1.23076 0.74187
H -1.94227 -1.28848 -1.06782
H 1.18378 -0.95782 -1.47838
*
```



[11]
Computed, not measured: the ion C6H5O5P with charge -2 at a distorted geometry, with the ωB97M-V functional and the def2-TZVPD basis.

**Highest occupied orbital energy**: 0.01228 Eh
**Structure (SMILES)**: CC1=C([O-])OC(=O)C=C[P@]1(=O)[O-]

The geometry in ORCA input format:
```
! wB97M-V def2-TZVPD RIJCOSX def2/J DEFGRID3
* xyz -2 1
C 0.71631 1.40491 1.87166
C 0.32526 0.24128 1.00165
C 1.14231 -0.73719 0.57300
O 2.33920 -0.98953 0.83012
O 0.48523 -1.85610 -0.12848
C 0.04251 -2.03166 -1.32278
O -0.11830 -3.08885 -1.90422
C -0.26872 -0.76817 -2.04242
C -0.84396 0.27538 -1.46917
P -1.31150 0.55791 0.26953
O -2.34364 -0.41454 0.72497
O -1.61246 2.04856 0.33873
H 0.22190 2.27683 1.53975
H 1.83249 1.53806 1.98481
H 0.31436 1.18491 2.85161
H 0.10352 -0.87284 -3.10383
H -1.02451 1.23104 -2.01494
*
```



[12]
Computed, not measured: a structure of composition C6H6 at a distorted geometry, with the ωB97M-V functional and the def2-TZVPD basis.

**Highest occupied orbital energy**: -0.30485 Eh

The geometry in ORCA input format:
```
! wB97M-V def2-TZVPD RIJCOSX def2/J DEFGRID3
* xyz 0 1
C -0.67671 1.83322 0.03284
C -1.16580 1.05518 -1.04965
C 0.21594 0.78219 0.00154
C -0.85976 -0.10605 -0.29718
C 1.81224 0.70805 -0.01440
C -1.39772 -1.39773 0.19958
H 2.08730 -0.21539 0.48684
H 2.21206 1.55485 0.66714
H 2.17582 0.84001 -1.02465
H -0.50777 -1.60473 0.80191
H -1.59491 -2.10834 -0.66496
H -2.30068 -1.34127 0.86100
*
```